Entry 1:
Here is C44H44IN2S5Sb2SiW as an isolated structure at a distorted geometry from the Open Molecules 2025 dataset. Energies are from ωB97M-V/def2-TZVPD.

Computed properties:
gap between HOMO and LUMO: 6.29 eV
M: 1343.5 u
charge: +1
HOMO level: -9.90 eV
E_LUMO: -3.6 eV

Last column: Löwdin charge in e.
Atoms and positions in Å:
W  -0.827  -0.357  0.619  0.833
I  -5.280  3.465  2.033  0.979
Sb  3.558  0.129  0.001  1.555
Sb  0.233  2.689  0.233  1.540
S  -4.965  -2.932  6.070  0.610
S  -2.808  -1.155  5.051  0.918
S  -4.276  -2.858  3.181  0.930
S  -1.054  -0.044  2.784  0.639
S  -2.634  -1.885  0.805  0.646
Si  0.213  -2.816  -1.137  0.449
N  -2.645  0.867  -0.154  -0.139
N  0.416  -1.777  0.342  -0.286
C  -3.207  1.714  0.724  -0.256
C  -5.099  2.094  -0.682  -0.093
C  3.756  5.171  -0.948  -0.063
C  -4.434  2.310  0.512  -0.680
C  3.610  1.465  -2.809  -0.154
C  1.087  -2.573  1.357  -0.374
C  -3.496  5.574  -1.193  -0.072
C  -3.033  5.718  0.107  -0.108
C  6.215  1.350  -0.861  -0.171
C  -1.913  3.799  -1.557  -0.156
C  1.091  0.713  -3.657  -0.083
C  -2.010  4.904  0.577  -0.150
C  -3.311  0.635  -1.293  -0.144
C  2.233  2.225  2.297  -0.360
C  -1.449  3.940  -0.251  -0.401
C  1.698  4.229  -0.132  -0.334
C  3.046  -3.751  2.131  -0.061
C  -1.036  -1.923  -2.243  -0.189
C  2.352  0.797  1.711  -0.418
C  3.500  6.350  -0.267  -0.069
C  2.332  6.475  0.476  -0.065
C  -3.035  -1.845  2.507  -1.091
C  1.835  -3.024  -2.054  -0.151
C  1.437  5.419  0.544  -0.133
C  2.357  -4.213  3.240  -0.070
C  2.760  0.827  -1.903  -0.411
C  -2.369  -1.065  3.369  -1.053
C  -4.077  -2.344  4.848  -1.476
C  1.933  1.373  -4.535  -0.072
C  0.387  -3.073  2.458  -0.062
C  0.802  2.778  2.294  -0.379
C  7.373  2.112  -0.809  -0.078
C  -0.441  -4.484  -0.597  -0.142
C  5.477  2.311  1.208  -0.124
C  5.237  1.462  0.131  -0.394
C  6.641  3.069  1.265  -0.076
C  -4.506  1.242  -1.600  -0.023
C  1.019  -3.876  3.391  -0.055
C  3.204  1.736  -4.108  -0.062
C  1.509  0.431  -2.358  -0.217
C  7.585  2.983  0.251  -0.079
C  2.852  4.116  -0.888  -0.106
C  2.416  -2.950  1.189  -0.108
C  -2.932  4.614  -2.027  -0.078
H  -1.494  -4.451  -0.318  0.020
H  0.534  5.537  1.130  0.079
H  3.066  3.208  -1.422  0.055
H  1.608  1.591  -5.544  0.108
H  3.884  2.238  -4.785  0.111
H  -1.669  5.014  1.602  0.104
H  -0.742  -2.076  -3.286  0.053
H  -3.469  6.464  0.760  0.108
H  2.588  2.221  3.331  0.116
H  4.663  5.059  -1.529  0.111
H  -0.665  -2.865  2.573  0.064
H  -2.043  -2.323  -2.111  0.033
H  6.085  0.647  -1.677  0.093
H  2.411  -2.104  -2.153  0.010
H  0.454  -4.249  4.236  0.114
H  2.848  -4.841  3.971  0.109
H  8.113  2.014  -1.593  0.108
H  -0.337  -5.181  -1.434  0.048
H  -3.282  4.504  -3.046  0.111
H  1.586  -3.365  -3.065  0.048
H  4.768  2.391  2.019  0.077
H  -6.054  2.558  -0.884  0.115
H  6.808  3.727  2.108  0.107
H  0.140  2.186  2.923  -0.011
H  2.968  -2.608  0.325  0.017
H  2.861  2.942  1.766  0.064
H  8.488  3.578  0.296  0.107
H  -2.676  1.888  1.649  0.069
H  0.131  -4.883  0.241  0.041
H  2.824  0.156  2.460  0.050
H  0.106  0.399  -3.984  0.099
H  0.836  -0.145  -1.750  0.005
H  4.596  1.792  -2.498  0.073
H  4.084  -4.019  1.985  0.112
H  -4.288  6.213  -1.561  0.111
H  4.203  7.172  -0.315  0.109
H  2.117  7.394  1.006  0.110
H  -4.991  1.031  -2.542  0.124
H  1.343  0.380  1.594  -0.081
H  -1.064  -0.838  -2.103  -0.020
H  -2.876  -0.090  -1.964  0.089
H  2.465  -3.788  -1.599  0.041
H  0.806  3.808  2.651  0.060
H  -1.470  3.059  -2.220  0.093

=====

Entry 2:
Here is C2H6OS2 as an isolated structure at a distorted geometry from the Open Molecules 2025 dataset. Energies are from ωB97M-V/def2-TZVPD.

Computed properties:
gap between HOMO and LUMO: 9.61 eV
M: 110.2 u
charge: 0
HOMO level: -9.37 eV
E_LUMO: 0.2 eV

Last column: Löwdin charge in e.
Atoms and positions in Å:
S  1.400  -1.264  -0.324  0.732
S  0.602  1.542  0.027  0.736
O  -0.962  -0.207  -1.533  -0.251
C  -0.979  -0.357  1.151  -0.140
C  0.076  -0.177  0.026  -1.082
H  1.985  -0.388  -1.342  -0.055
H  -1.930  -0.364  0.763  0.039
H  -0.885  0.559  1.843  0.080
H  1.860  1.437  -0.541  -0.116
H  -0.358  0.432  -1.933  -0.037
H  -0.809  -1.211  1.862  0.095